F24InP4 | the ωB97M-V functional and the def2-TZVPD basis

Properties
HOMO level, eV: -10.5
Net charge: -1
Relative energy (zero: lowest compared OMol25 entry of this formula, charge and spin), eV: 5.559
Molar mass, g/mol: 694.7

XYZ file:
```
29
F24InP4, DFT the ωB97M-V functional and the def2-TZVPD basis
In -1.202 0.748 0.551
F -0.401 3.492 0.935
F -4.172 -2.200 -0.419
F -1.099 -0.161 -2.275
F 1.840 2.465 0.647
F -1.848 -2.051 -0.244
F 0.472 -0.845 -3.890
F -1.963 -3.926 1.446
F 0.308 -1.264 2.155
P 1.220 3.942 0.907
F 1.023 4.022 -0.715
F 1.850 -0.185 0.725
F -4.285 -3.801 1.199
P -3.053 -2.972 0.479
F -3.013 -4.048 -0.685
F 1.005 -2.183 0.286
F 3.211 -1.896 0.689
F 1.530 1.163 -3.827
F 2.784 4.403 1.011
F -3.044 -1.841 1.599
F 0.206 1.784 -1.995
F 1.272 3.850 2.556
F 2.475 -1.042 2.903
F -0.828 1.237 -4.071
P 1.851 -1.622 1.518
P 0.230 0.524 -3.022
F 0.653 5.524 1.095
F 1.767 -3.011 2.271
F 1.212 -0.105 -1.832
```

C8H16NO4P | the ωB97M-V functional and the def2-TZVPD basis

Properties
HOMO level, eV: 0.7
Net charge: -2
Relative energy (zero: lowest compared OMol25 entry of this formula, charge and spin), eV: 0.000
Molar mass, g/mol: 221.2

XYZ file:
```
30
C8H16NO4P, DFT the ωB97M-V functional and the def2-TZVPD basis
H -2.970 1.002 1.934
C 2.309 -1.535 -1.251
H -0.058 -2.812 -0.259
P -0.248 3.012 0.261
C -0.373 -0.509 1.135
C -0.376 2.087 2.900
H 2.333 -0.407 -1.128
H 1.547 -4.100 -1.869
H 0.246 1.482 -1.025
O -0.430 2.156 -1.141
H -0.205 3.222 3.024
H 0.731 -1.187 -2.647
N -0.501 -0.723 -0.107
H -1.146 -2.176 -1.453
O -1.146 4.218 0.106
H 1.755 -3.440 -3.440
C -2.510 1.991 1.580
C 0.957 -2.006 -1.896
H -1.040 1.844 3.589
H 2.328 -2.020 -0.334
H 0.650 1.682 3.152
H 3.158 -1.704 -1.812
O 1.228 3.263 0.448
C 1.044 -3.391 -2.531
O -0.186 -0.966 2.244
C -0.994 1.793 1.498
H 0.050 -3.768 -2.882
C -0.203 -1.972 -0.854
H -2.917 2.766 2.190
H -3.033 2.194 0.570
```

C9H64N3O26S | the ωB97M-V functional and the def2-TZVPD basis

Properties
HOMO level, eV: -12.3
Net charge: +1
Molar mass, g/mol: 662.7

XYZ file:
```
103
C9H64N3O26S, DFT the ωB97M-V functional and the def2-TZVPD basis
H 9.615 3.915 1.982
H 4.818 -4.229 -4.759
H 1.955 3.710 5.548
H 1.054 0.541 1.341
H -4.957 5.922 -1.142
O 2.815 4.004 5.860
H 4.144 -3.372 -1.625
H -1.382 -6.948 -1.507
O -0.664 2.270 2.769
H -0.246 -6.121 -2.096
H 0.877 2.396 -0.573
H -0.247 3.091 3.050
H -1.055 -8.083 1.563
H 4.556 2.264 -0.115
H 1.717 -0.469 0.072
H -4.180 3.909 1.151
H 0.052 -1.918 -3.804
O 1.133 -5.779 1.214
H 3.749 -4.911 -3.930
O -1.702 -7.832 0.900
O 4.530 -4.350 -3.849
H 3.106 -7.737 -5.558
N -2.872 -1.727 0.786
C -2.492 -3.183 -0.742
H -5.848 5.486 -2.288
H 0.936 -4.096 -0.324
H -8.608 -1.583 -0.698
N 3.644 0.145 1.526
H -3.482 2.574 1.348
H -4.251 -0.469 -2.948
H 4.725 -3.815 0.776
H -7.141 0.610 0.277
H 0.231 -2.760 -0.486
H -1.060 1.722 0.591
H -3.920 7.526 -0.259
C 2.939 1.225 0.698
H -3.201 8.309 0.822
H -0.736 0.017 0.250
S -3.383 0.516 -0.760
H -1.867 2.117 -1.727
O -2.788 -2.011 -1.375
O -0.681 -6.331 -1.262
H -2.232 -4.106 -1.228
C -3.006 -1.168 -0.342
O -4.513 -0.421 -3.875
N -2.537 -3.043 0.493
H -4.680 2.492 -1.935
H 1.404 -5.870 2.134
C -1.741 1.112 -1.339
C 0.689 1.323 -0.593
O -4.139 3.070 -4.716
H 4.174 0.616 2.262
H -4.552 3.022 -3.847
H 7.479 3.495 3.817
H -1.447 0.406 -2.111
O -4.578 4.473 3.297
H -4.911 0.023 2.509
O 1.063 -3.202 -0.679
O -3.350 3.454 0.972
O 3.656 -2.952 -0.902
O 4.467 3.024 2.984
H 2.729 -3.162 -1.082
O -7.752 -1.314 -0.347
H 10.538 4.083 3.176
O -3.202 7.455 0.379
O 4.981 0.350 -0.317
H 5.151 2.820 3.628
O 6.964 4.162 3.354
H 5.471 -0.920 1.288
H -5.997 2.858 -1.272
H 3.020 -0.578 1.884
H 7.636 4.782 3.051
O 5.135 -4.600 1.163
H -5.647 0.560 0.007
C 4.642 -0.569 0.676
H -3.438 0.002 2.182
H -4.631 2.431 -5.241
H 0.885 0.966 -1.605
O -6.292 0.909 0.629
O -5.574 2.787 -2.138
H 2.876 2.025 1.427
H -7.119 -1.669 -0.980
H -4.069 -1.165 -4.296
O -4.057 0.319 2.851
O 9.653 4.299 2.865
H 1.563 -6.517 0.769
O -0.841 -1.615 -4.003
H 4.213 -1.447 0.178
H 4.250 -7.394 -4.611
H -3.867 5.052 3.588
H -1.586 2.369 3.039
O 3.510 -7.002 -5.087
H 3.435 3.655 5.211
C 1.598 0.570 0.392
O -5.631 6.253 -1.745
H -4.620 3.784 3.968
H 4.657 3.937 2.742
C -0.762 1.016 -0.185
H -1.265 -1.527 -3.144
H 3.665 1.630 -1.417
H -1.501 -6.908 0.716
C 3.994 1.369 -0.416
H 6.077 -4.404 1.174
```

C32H69AsGeN14RbSi5 | the ωB97M-V functional and the def2-TZVPD basis

Properties
⟨S²⟩: 0.753
HOMO level (alpha / beta), eV: -1.5 / -1.5
Multiplicity: 2
Net charge: -2
Relative energy (zero: lowest compared OMol25 entry of this formula, charge and spin), eV: 1.041
Molar mass, g/mol: 1023.4

XYZ file:
```
123
C32H69AsGeN14RbSi5, DFT the ωB97M-V functional and the def2-TZVPD basis
H 2.042 5.796 2.287
N 2.243 0.503 2.649
H 7.105 0.118 0.602
C -3.082 -6.075 -2.357
H 2.585 3.928 -3.379
H -2.250 -0.086 2.103
H 2.366 0.135 -3.705
C -1.455 -0.620 1.565
H 2.951 1.979 -0.671
Si -2.635 -4.329 -1.762
H 2.503 6.246 0.130
C 4.101 1.850 4.029
H 3.705 -1.931 -2.389
H -2.941 -6.153 -3.437
C 4.836 -0.217 -1.767
H 4.290 -0.927 -3.705
H 5.777 -0.786 -1.821
H 4.114 3.307 -0.622
H -5.272 -2.960 0.876
H -7.457 -3.102 -1.284
H 0.870 4.378 -3.326
N 2.531 -0.226 -2.776
H 3.249 6.118 -1.462
H -3.405 1.068 -3.298
H -1.272 0.871 0.030
H -0.203 -3.716 -1.359
C 1.580 -0.170 3.727
N 2.163 1.850 2.871
C 1.952 0.860 4.885
C 0.429 -0.153 -1.464
C 4.299 0.610 1.807
H -0.715 6.896 1.530
H -3.768 -4.715 0.424
H -2.534 -3.473 0.593
H 6.591 1.226 -0.672
H -4.766 -1.696 -6.108
C -1.687 -1.980 -5.155
C 6.399 0.915 0.354
N 1.558 -4.510 4.303
H 4.691 2.364 4.784
Si -0.106 4.545 2.139
H -4.133 -6.290 -2.152
N 2.290 -4.708 2.276
H -2.464 -6.835 -1.869
H -0.881 -2.064 4.370
C -2.756 -4.432 0.124
C 1.590 4.955 2.808
H -0.809 -2.018 -4.502
H -1.901 -2.999 -5.483
H -1.423 -1.380 -6.031
C 1.637 3.756 -2.862
C 2.306 -3.464 3.969
H 5.814 1.689 2.894
N 2.696 1.933 4.222
H -0.300 2.374 3.192
H 6.603 1.758 1.011
C -0.780 -0.977 4.434
H 2.242 4.087 2.748
C 3.833 -0.890 -2.709
H 3.071 2.949 0.782
H -2.078 0.993 -4.462
H -2.062 -5.177 0.521
C 2.327 5.951 -0.898
N 4.307 -0.121 -0.431
C 1.375 -1.001 -2.316
H -7.581 -1.833 -2.494
H -7.903 -1.457 -0.789
C -7.273 -2.040 -1.468
H 1.023 0.353 -0.696
C -1.149 6.125 2.170
H -1.929 2.989 2.807
Ge -4.171 -2.868 -2.830
C -0.943 3.249 3.197
H -0.373 -5.202 -2.273
N -0.152 -0.347 2.127
H 1.554 6.604 -1.308
H 1.102 1.273 5.432
Si 1.819 4.136 -1.029
H -0.580 -3.657 -3.090
Rb 1.661 -2.060 0.745
N -0.598 -0.959 -0.790
N 3.169 -0.068 1.893
Si -5.429 -1.632 -1.242
H -5.833 -1.314 1.205
H -1.863 0.387 -2.816
C -0.778 -4.192 -2.159
H 1.490 5.220 3.864
H -6.101 0.746 -0.860
H -1.772 -0.538 4.319
H -4.042 -0.080 -6.274
H -4.124 -1.634 0.896
H -5.342 -0.368 -5.108
C 0.142 -0.492 3.351
H -1.684 -1.690 1.651
H 0.008 0.645 -2.094
H -4.371 0.648 -1.217
H 1.772 -1.832 -1.733
C 4.760 1.431 2.910
H -0.389 -0.736 5.422
H 2.844 -2.669 5.789
H -2.159 5.924 1.810
H -1.047 3.598 4.230
H 0.825 -1.462 -3.149
N 2.670 -0.202 5.611
As -0.313 3.812 -0.098
H -5.544 0.516 -2.525
C -5.351 0.249 -1.482
C 2.357 -1.079 4.713
H -1.157 -1.480 -1.461
H -1.221 6.525 3.185
C -2.567 0.458 -3.641
C -4.450 -0.806 -5.563
N 2.799 -3.558 2.742
C -5.135 -1.911 0.610
H 1.363 2.709 -3.005
C 4.985 0.414 0.521
N 2.573 -2.408 4.853
H 5.046 0.788 -2.163
Si -3.172 -1.245 -4.226
C -1.501 -0.200 0.090
N 1.576 -5.280 3.210
C 3.108 3.001 -0.312
H -2.529 -0.325 -0.266
```

C22H44NO10S | the ωB97M-V functional and the def2-TZVPD basis

Properties
⟨S²⟩: 0.754
HOMO level (alpha / beta), eV: -8.4 / -9.1
Multiplicity: 2
Net charge: 0
Molar mass, g/mol: 514.7

XYZ file:
```
78
C22H44NO10S, DFT the ωB97M-V functional and the def2-TZVPD basis
O 7.421 -5.093 -4.514
C -10.397 3.914 1.761
C -7.290 1.155 3.869
H -0.376 -2.667 1.356
H -10.450 4.754 3.751
H 1.913 1.757 2.405
H -10.498 4.256 0.733
H -11.167 3.166 1.944
O 7.378 -4.457 -2.343
H 9.167 -7.810 -3.523
H 0.829 1.642 3.777
O 5.594 0.611 -1.710
O -7.657 2.023 2.794
C -0.117 1.571 1.795
H -1.253 -2.107 2.819
H 2.817 -0.592 0.408
C 0.328 2.119 0.416
C 0.943 2.084 2.793
H 4.703 -3.796 -2.106
O -9.717 2.199 3.706
H 9.303 -5.296 -3.661
C -2.565 -0.038 1.558
C -10.517 5.084 2.715
C -1.236 -0.708 1.156
H 0.295 3.207 0.491
H 5.677 1.747 -3.927
H -2.013 2.789 -0.165
H 6.813 0.071 -5.445
H -2.801 -0.368 2.572
H -3.936 2.985 2.463
H -0.114 -0.252 2.902
C -2.782 2.064 0.087
H 4.380 -2.499 -3.273
H 4.445 -1.190 0.039
S -1.097 -0.876 -0.662
O -1.573 2.176 3.493
C -8.904 2.492 2.868
H 0.198 -0.558 -0.877
H 5.847 -2.434 -2.276
H -3.367 -0.404 0.914
H -4.731 1.639 1.669
H -0.294 1.776 -0.402
C -0.069 0.032 1.848
C -3.888 1.910 2.311
H -9.715 5.802 2.540
C 6.916 -4.464 -3.454
C 5.159 -3.094 -2.803
H -4.007 1.348 3.233
N -1.437 2.086 2.217
O 5.826 -3.801 -3.849
C 6.100 -0.240 -4.682
H -11.474 5.587 2.576
H -2.800 1.259 -0.643
C -1.259 -2.151 1.732
H 5.545 -1.103 -5.053
H 4.178 0.539 0.390
C 8.268 -7.200 -3.616
C -2.615 1.499 1.528
C 3.760 -0.352 -0.075
H 9.051 -6.032 -5.241
C 5.152 0.888 -4.342
H -6.314 0.748 3.621
H -7.217 1.717 4.799
O 3.474 -0.127 -1.457
H 6.658 -0.559 -3.803
O -9.099 3.304 1.829
H 4.619 1.219 -5.232
O 4.132 0.447 -3.431
H 0.967 3.171 2.824
H 7.846 -7.058 -2.622
H -2.137 -2.685 1.370
H 7.537 -7.743 -4.216
C 8.601 -5.872 -4.263
H -8.003 0.341 3.979
C 4.513 0.338 -2.160
H 0.905 -0.289 1.480
H -3.736 2.582 0.003
H 1.365 1.815 0.291
```

C32H28N7O4SSr | the ωB97M-V functional and the def2-TZVPD basis

Properties
HOMO level, eV: -4.2
Net charge: -1
Relative energy (zero: lowest compared OMol25 entry of this formula, charge and spin), eV: 0.434
Molar mass, g/mol: 694.3

XYZ file:
```
73
C32H28N7O4SSr, DFT the ωB97M-V functional and the def2-TZVPD basis
H 1.911 -1.649 -3.166
C -4.371 -1.841 0.122
C 1.519 -2.451 -2.555
C 1.075 -3.632 -3.121
H 1.040 -0.234 -5.146
C -0.489 3.035 0.999
H 1.344 -0.801 5.355
N 2.022 -1.530 2.926
H -0.570 3.338 -6.904
C -0.386 -5.658 -2.855
N 2.504 -0.305 0.982
C -0.698 3.082 -2.344
N -0.595 2.567 -1.180
H 0.271 2.678 3.512
C 0.438 -4.556 -2.298
H -2.072 5.254 1.084
N -0.094 -0.706 2.322
H -0.329 4.010 5.535
N -0.952 3.445 -0.151
O -3.169 -1.084 0.061
H -2.307 -6.280 -2.737
H -1.947 -4.836 -1.817
H 6.017 -1.888 0.838
C -1.699 4.997 2.066
C 0.571 -0.626 4.616
C 2.885 -1.185 1.894
C -1.550 5.391 4.436
O 0.554 0.429 -2.712
H -4.620 -2.276 -0.849
H -0.082 -5.003 -0.255
C 5.036 -1.433 0.879
Sr 0.095 0.134 -0.377
H 1.129 -3.797 -4.188
O -2.143 -2.982 -0.523
H 0.722 -2.844 0.578
N -1.635 -5.623 -2.378
C -1.988 -1.785 -0.324
C 0.407 -4.321 -0.935
N 1.378 -2.170 -1.256
H -2.692 6.601 3.080
C -2.039 5.742 3.184
H 0.521 1.108 -7.141
H -1.105 4.166 -4.638
C 0.274 1.491 -6.156
H 3.030 0.760 -0.698
C -0.863 3.889 2.184
C 4.153 -1.791 1.871
C 3.381 0.035 0.032
H -5.160 -1.153 0.428
C 4.653 -0.485 -0.068
H -1.058 4.114 -2.406
C -1.261 -0.165 2.676
O 0.228 2.005 1.231
H -0.858 0.157 6.003
H -1.975 -0.010 1.873
C -0.375 3.543 3.441
H 4.417 -2.527 2.619
C -1.591 0.153 3.980
H 5.313 -0.174 -0.864
C 0.273 1.173 -3.723
C -0.358 2.453 -3.608
H 2.487 -1.965 3.705
H -2.553 0.592 4.204
C -0.336 2.741 -6.031
H -1.819 5.974 5.309
C 0.867 -3.108 -0.468
C -0.716 4.290 4.561
C -0.634 3.194 -4.762
C 0.570 0.737 -5.045
C -0.650 -0.089 4.969
C 0.803 -0.920 3.270
S 0.147 -6.733 -3.989
H -4.295 -2.659 0.843
```

C4H12NO2 | the ωB97M-V functional and the def2-TZVPD basis

Properties
HOMO level, eV: -14.8
Net charge: +1
Relative energy (zero: lowest compared OMol25 entry of this formula, charge and spin), eV: 1.580
Molar mass, g/mol: 106.1

XYZ file:
```
19
C4H12NO2, DFT the ωB97M-V functional and the def2-TZVPD basis
H -0.084 -2.205 -0.902
H -0.599 1.837 1.548
H -4.094 0.629 -0.343
H -0.863 -0.299 0.381
C 0.961 0.572 0.810
O -3.375 -0.020 -0.175
H 0.133 2.448 0.055
C 1.705 -1.413 -1.516
C 0.335 1.930 0.999
O 2.003 -0.297 -1.868
H -3.715 -0.389 0.659
C 0.659 -1.542 -0.432
H 1.010 2.664 1.440
N 0.045 -0.238 -0.093
H 1.920 0.547 0.296
H 1.104 0.018 1.736
H 0.958 -2.127 0.437
H -0.199 0.179 -0.997
H 2.096 -2.294 -2.034
```

AlBH12O4 | the ωB97M-V functional and the def2-TZVPD basis

Properties
HOMO level, eV: -18.3
Net charge: +2
Relative energy (zero: lowest compared OMol25 entry of this formula, charge and spin), eV: 0.000
Molar mass, g/mol: 113.9

XYZ file:
```
18
AlBH12O4, DFT the ωB97M-V functional and the def2-TZVPD basis
H -0.780 -0.539 2.445
H -1.286 -0.398 -0.616
H -0.187 -0.296 -1.949
H -1.112 -1.962 -0.362
H 3.112 0.038 -1.054
H 2.834 1.397 -0.447
H -1.454 0.894 -1.864
H 0.100 2.361 1.955
H 0.333 -2.375 -0.180
B -1.215 -0.139 -1.661
O -0.353 1.840 1.292
H -1.281 2.025 1.435
O 2.398 0.606 -0.765
O -0.011 -0.393 1.893
Al 0.422 0.382 -0.042
H 0.632 -1.030 2.205
H -1.889 -0.779 -2.209
O -0.261 -1.632 -0.075
```

C2H2S2 | the ωB97M-V functional and the def2-TZVPD basis

Properties
HOMO level, eV: -8.8
Net charge: 0
Relative energy (zero: lowest compared OMol25 entry of this formula, charge and spin), eV: 0.020
Molar mass, g/mol: 90.2

XYZ file:
```
6
C2H2S2, DFT the ωB97M-V functional and the def2-TZVPD basis
H 2.068 1.266 -0.072
S 0.274 1.758 1.772
H 0.401 -0.905 -0.492
S -1.002 0.114 1.339
C 0.303 -0.061 0.203
C 1.131 1.003 0.425
```

Q: molar mass of number 7 (C4H12NO2)?
A: 106.1 g/mol